[1]
DFT (ωB97M-V/def2-TZVPD) results for C20H26BF3NbO4 as an isolated structure in a non-equilibrium geometry.

```
! RIJCOSX wB97M-V def2-TZVPD def2/J DEFGRID3
* xyz -1 1
C -4.72 -2.47 -0.93
C -3.58 -2.14 -1.87
O -2.34 -2.11 -1.19
B -1.49 -1.01 -1.25
O -0.14 -1.37 -1.32
Nb -2.00 1.32 -1.07
O -1.64 1.33 0.84
O -2.91 2.93 -1.62
H -4.97 -1.61 -0.31
H -4.44 -3.31 -0.29
H -5.60 -2.77 -1.50
H -3.51 -2.93 -2.63
H -3.76 -1.19 -2.39
H 0.14 -2.03 -0.68
H -0.21 1.62 -1.53
H -2.23 0.79 -2.82
H -3.64 0.46 -0.80
H -1.89 0.54 1.32
H -3.68 2.81 -2.18
F 1.73 -1.79 1.33
C 1.70 -0.78 2.22
C 0.52 -0.54 2.89
C 0.49 0.50 3.82
C 1.63 1.26 4.06
C 2.79 0.99 3.36
C 2.84 -0.04 2.43
H -0.36 -1.14 2.68
H -0.43 0.71 4.35
H 1.59 2.07 4.77
H 3.68 1.59 3.53
H 3.74 -0.28 1.87
F -4.83 -4.10 -4.36
C -4.12 -3.86 -5.48
C -4.77 -3.89 -6.69
C -4.04 -3.63 -7.84
C -2.68 -3.36 -7.76
C -2.05 -3.34 -6.52
C -2.77 -3.59 -5.36
H -5.83 -4.10 -6.73
H -4.53 -3.65 -8.80
H -2.11 -3.16 -8.66
H -1.00 -3.12 -6.45
H -2.31 -3.56 -4.38
F 3.59 3.57 5.01
C 4.88 3.94 5.17
C 5.13 5.25 5.52
C 6.46 5.64 5.69
C 7.49 4.73 5.50
C 7.19 3.42 5.14
C 5.88 3.01 4.98
H 4.31 5.94 5.66
H 6.68 6.66 5.97
H 8.52 5.04 5.63
H 7.99 2.71 4.99
H 5.63 2.00 4.71
*
```

Properties
**HOMO energy**: -3.61 eV
**Orbital gap**: 5.834 eV
**Electronic energy**: -1460.1101 Ha
**Lowest unoccupied orbital energy**: 2.2 eV

Atom charges from the Löwdin analysis, given in e for atoms 1 to 2: -0.089, -0.325

[2]
DFT (ωB97M-V/def2-TZVPD) results for a 2-piece molecular cluster, C20H26BFN2O5P overall in a non-equilibrium geometry.

```
! RIJCOSX wB97M-V def2-TZVPD def2/J DEFGRID3
* xyz -1 1
C 2.44 1.00 3.61
N 2.67 1.34 2.16
C 1.58 0.82 1.25
C 0.18 1.65 1.28
O 0.00 2.77 2.24
P -1.54 3.45 1.80
C -1.06 5.13 2.64
C -0.14 4.95 3.99
F -0.65 3.90 4.94
O -2.26 1.89 1.37
C -1.24 0.79 1.50
B -1.45 0.09 3.01
N -1.81 0.91 4.24
O -1.20 -1.39 3.03
H 1.44 0.42 3.83
H 2.46 1.92 4.34
H 3.32 0.27 3.97
H 2.88 2.35 2.01
H 1.42 -0.35 1.41
H 2.01 0.91 0.14
H 0.04 1.97 0.14
H -2.23 3.23 3.04
H -2.82 4.03 1.38
H -1.11 3.79 0.47
H -0.53 5.80 1.81
H -2.07 5.68 2.94
H -0.19 5.97 4.61
H 0.98 4.78 3.67
H -1.30 -0.06 0.70
H -2.84 0.94 4.42
H -1.26 0.64 5.08
H -2.06 -1.87 3.19
C 2.46 -1.99 -6.45
C 2.52 -0.79 -5.73
C 1.85 -0.67 -4.51
C 1.10 -1.75 -4.01
C 1.02 -2.94 -4.74
C 1.71 -3.06 -5.96
C 0.20 -4.06 -4.25
O 0.13 -5.10 -4.89
C -0.55 -3.91 -2.99
C -1.38 -4.94 -2.54
C -2.08 -4.81 -1.34
C -1.94 -3.65 -0.58
C -1.12 -2.61 -1.02
C -0.43 -2.74 -2.24
C 0.41 -1.62 -2.72
O 0.52 -0.60 -2.05
H 2.99 -2.08 -7.39
H 3.09 0.05 -6.12
H 1.90 0.26 -3.95
H 1.66 -3.99 -6.52
H -1.49 -5.85 -3.13
H -2.73 -5.61 -1.00
H -2.48 -3.55 0.36
H -1.03 -1.71 -0.43
*
```

Properties
**HOMO energy**: -3.48 eV
**Orbital gap**: 4.141 eV
**Electronic energy**: -1729.4116 Ha
**Lowest unoccupied orbital energy**: 0.7 eV

Atom charges from the Löwdin analysis, given in e for atoms 1 to 2: -0.157, -0.162

[3]
DFT (ωB97M-V/def2-TZVPD) results for C20H26BaF4N3O as an isolated structure in a non-equilibrium geometry.

```
! RIJCOSX wB97M-V def2-TZVPD def2/J DEFGRID3
* xyz 1 1
Ba 0.07 -0.32 -0.47
C -3.84 -0.96 2.42
C -2.90 -1.02 1.22
N -2.57 0.25 0.54
C -3.52 0.61 -0.54
C -4.97 0.90 -0.15
C -2.29 1.35 1.49
C -1.38 2.43 0.91
N -0.05 1.87 0.65
C 1.07 2.29 1.28
C 2.25 1.54 1.12
F 2.12 0.36 0.35
C 3.51 1.84 1.60
F 4.52 1.02 1.32
C 3.69 2.96 2.38
C 2.56 3.73 2.60
F 2.67 4.83 3.35
C 1.31 3.43 2.10
F 0.31 4.29 2.37
H -4.02 -1.98 2.78
H -4.81 -0.52 2.17
H -3.40 -0.39 3.24
H -3.31 -1.70 0.46
H -1.95 -1.46 1.56
H -3.51 -0.22 -1.25
H -3.11 1.47 -1.06
H -5.48 0.00 0.20
H -5.50 1.26 -1.04
H -5.05 1.67 0.61
H -1.77 0.92 2.34
H -3.21 1.82 1.86
H -1.39 3.27 1.58
H -1.80 2.79 -0.04
H 4.66 3.23 2.78
O 0.29 -0.58 2.63
C 0.17 -1.73 3.48
C 1.38 -2.64 3.41
C 1.73 -3.06 1.97
C 0.61 -3.81 1.30
C 0.27 -5.09 1.71
C -0.75 -5.77 1.08
C -1.42 -5.15 0.02
C -1.03 -3.88 -0.33
N -0.04 -3.20 0.29
H 1.06 -0.07 2.89
H -0.72 -2.26 3.15
H -0.01 -1.41 4.51
H 1.18 -3.52 4.02
H 2.25 -2.14 3.85
H 2.62 -3.68 1.98
H 1.97 -2.17 1.39
H 0.82 -5.55 2.52
H -1.02 -6.77 1.39
H -2.22 -5.65 -0.51
H -1.53 -3.37 -1.14
*
```

Properties
**HOMO energy**: -10.00 eV
**Orbital gap**: 6.958 eV
**ΔE to the lowest compared entry with this formula, charge and spin**: 3.3 kcal per mole
**Electronic energy**: -1441.9911 Ha
**Lowest unoccupied orbital energy**: -3.0 eV

Atom charges from the Löwdin analysis, given in e for atoms 1 to 2: 1.982, -0.063

[4]
DFT (ωB97M-V/def2-TZVPD) results for C20H26BrN2O11P3RuS2 as an isolated structure.

```
! RIJCOSX wB97M-V def2-TZVPD def2/J DEFGRID3
* xyz -2 5
Ru -0.40 -0.15 0.67
O 1.49 3.72 -3.52
C 1.28 2.47 -4.09
C 1.45 2.26 -5.45
C 1.24 0.99 -5.97
C 0.86 -0.05 -5.14
C 0.70 0.18 -3.77
C 0.90 1.44 -3.24
C 0.74 1.67 -1.74
O 0.50 0.54 -1.09
N -0.38 2.76 -1.57
N -1.21 2.68 -0.56
C -1.82 1.47 -0.44
C -2.19 0.98 0.82
Br -1.40 -1.72 2.24
C -3.09 1.09 1.77
C -4.24 2.02 1.75
C -5.31 1.78 2.62
C -6.41 2.63 2.65
C -6.46 3.74 1.81
C -5.40 3.99 0.96
C -4.30 3.14 0.92
H 1.81 4.31 -4.20
H 1.75 3.08 -6.09
H 1.38 0.82 -7.03
H 0.70 -1.05 -5.53
H 0.42 -0.62 -3.09
H 1.63 2.20 -1.36
H 0.02 3.69 -1.62
H -2.01 0.85 -1.31
H -3.00 0.45 2.64
H -5.27 0.92 3.27
H -7.23 2.42 3.32
H -7.32 4.40 1.84
H -5.42 4.86 0.31
H -3.46 3.36 0.27
C -1.69 1.71 5.93
C -0.90 0.69 5.13
O -0.52 1.24 3.87
P 0.91 1.96 3.61
S 0.90 2.14 1.62
S 2.36 1.15 4.60
O 0.65 3.45 4.25
C -0.29 4.33 3.65
C 0.40 5.40 2.84
H -2.04 1.27 6.87
H -2.57 2.04 5.37
H -1.07 2.58 6.16
H -1.50 -0.19 4.90
H -0.01 0.37 5.67
H -0.85 4.79 4.48
H -1.00 3.77 3.03
H 1.13 5.93 3.45
H -0.33 6.13 2.46
H 0.92 4.95 1.99
O 1.85 -3.53 0.69
P 2.03 -2.08 0.06
O 3.41 -1.85 -0.39
O 1.38 -1.05 1.02
O 1.03 -2.18 -1.24
P -0.50 -2.72 -1.29
O -0.58 -3.14 -2.86
O -0.59 -3.94 -0.44
O -1.44 -1.56 -1.11
H 0.93 -3.84 0.55
H 0.04 -3.86 -3.01
*
```

Properties
**HOMO energy (spin up / spin down)**: -2.54 / -2.72 eV
**Orbital gap (spin up / spin down)**: 6.507 / 6.387 eV
**⟨S²⟩**: 6.0729
**Electronic energy**: -6204.6114 Ha
**Lowest unoccupied orbital energy (spin up / spin down)**: 4.0 / 3.7 eV

Atom charges from the Löwdin analysis, given in e for atoms 1 to 2: 1.169, 0.035

[5]
DFT (ωB97M-V/def2-TZVPD) results for C20H26CoIN7Sb as an isolated structure in a non-equilibrium geometry.

```
! RIJCOSX wB97M-V def2-TZVPD def2/J DEFGRID3
* xyz 1 4
Co -0.09 0.13 0.11
I -4.09 -4.43 -0.77
C -2.40 -3.23 -0.99
C -1.33 -3.42 -1.84
N -0.50 -2.38 -1.65
N -0.98 -1.53 -0.74
C -2.13 -2.03 -0.32
H -1.13 -4.22 -2.53
H 0.38 -2.18 -2.12
H -2.72 -1.54 0.44
C -3.39 2.14 -1.24
Sb -1.27 2.22 -0.90
C -0.70 3.07 -2.80
C -1.23 4.03 0.26
H -3.72 3.11 -1.60
H -3.90 1.90 -0.31
H -3.63 1.38 -1.98
H -1.32 3.93 -3.00
H -0.84 2.34 -3.59
H 0.34 3.37 -2.77
H -1.80 4.79 -0.26
H -0.20 4.36 0.38
H -1.66 3.84 1.23
C 5.95 -2.42 -0.74
C 6.03 -1.22 0.20
C 5.39 -1.52 1.55
C 5.41 0.03 -0.47
N 4.00 -0.12 -0.70
C 2.97 0.28 0.07
N 1.86 -0.08 -0.54
N 2.23 -0.71 -1.66
N 3.49 -0.73 -1.76
H 6.51 -3.26 -0.32
H 6.37 -2.18 -1.71
H 4.92 -2.74 -0.88
H 7.09 -0.97 0.36
H 4.35 -1.83 1.43
H 5.43 -0.65 2.21
H 5.92 -2.33 2.03
H 5.88 0.20 -1.44
H 5.54 0.90 0.17
H 3.04 0.79 1.01
N 0.70 -0.27 9.91
C 0.58 -0.23 8.77
C 0.44 -0.19 7.36
C -0.74 0.32 6.79
C -0.86 0.38 5.42
C 0.19 -0.05 4.60
C 1.35 -0.58 5.18
C 1.48 -0.64 6.55
C 0.07 0.06 3.20
C -0.03 0.15 1.99
H -1.54 0.67 7.42
H -1.77 0.76 4.97
H 2.15 -0.94 4.55
H 2.38 -1.04 6.99
*
```

Properties
**HOMO energy (spin up / spin down)**: -10.77 / -10.85 eV
**Orbital gap (spin up / spin down)**: 8.440 / 7.534 eV
**⟨S²⟩**: 3.7635
**ΔE to the lowest compared entry with this formula, charge and spin**: 4.9 kcal per mole
**Electronic energy**: -3081.3844 Ha
**Lowest unoccupied orbital energy (spin up / spin down)**: -2.3 / -3.3 eV

Atom charges from the Löwdin analysis, given in e for atoms 1 to 2: 0.370, 0.887

Repeat the fourth record exactly.
DFT (ωB97M-V/def2-TZVPD) results for C20H26BrN2O11P3RuS2 as an isolated structure.

```
! RIJCOSX wB97M-V def2-TZVPD def2/J DEFGRID3
* xyz -2 5
Ru -0.40 -0.15 0.67
O 1.49 3.72 -3.52
C 1.28 2.47 -4.09
C 1.45 2.26 -5.45
C 1.24 0.99 -5.97
C 0.86 -0.05 -5.14
C 0.70 0.18 -3.77
C 0.90 1.44 -3.24
C 0.74 1.67 -1.74
O 0.50 0.54 -1.09
N -0.38 2.76 -1.57
N -1.21 2.68 -0.56
C -1.82 1.47 -0.44
C -2.19 0.98 0.82
Br -1.40 -1.72 2.24
C -3.09 1.09 1.77
C -4.24 2.02 1.75
C -5.31 1.78 2.62
C -6.41 2.63 2.65
C -6.46 3.74 1.81
C -5.40 3.99 0.96
C -4.30 3.14 0.92
H 1.81 4.31 -4.20
H 1.75 3.08 -6.09
H 1.38 0.82 -7.03
H 0.70 -1.05 -5.53
H 0.42 -0.62 -3.09
H 1.63 2.20 -1.36
H 0.02 3.69 -1.62
H -2.01 0.85 -1.31
H -3.00 0.45 2.64
H -5.27 0.92 3.27
H -7.23 2.42 3.32
H -7.32 4.40 1.84
H -5.42 4.86 0.31
H -3.46 3.36 0.27
C -1.69 1.71 5.93
C -0.90 0.69 5.13
O -0.52 1.24 3.87
P 0.91 1.96 3.61
S 0.90 2.14 1.62
S 2.36 1.15 4.60
O 0.65 3.45 4.25
C -0.29 4.33 3.65
C 0.40 5.40 2.84
H -2.04 1.27 6.87
H -2.57 2.04 5.37
H -1.07 2.58 6.16
H -1.50 -0.19 4.90
H -0.01 0.37 5.67
H -0.85 4.79 4.48
H -1.00 3.77 3.03
H 1.13 5.93 3.45
H -0.33 6.13 2.46
H 0.92 4.95 1.99
O 1.85 -3.53 0.69
P 2.03 -2.08 0.06
O 3.41 -1.85 -0.39
O 1.38 -1.05 1.02
O 1.03 -2.18 -1.24
P -0.50 -2.72 -1.29
O -0.58 -3.14 -2.86
O -0.59 -3.94 -0.44
O -1.44 -1.56 -1.11
H 0.93 -3.84 0.55
H 0.04 -3.86 -3.01
*
```

Properties
**HOMO energy (spin up / spin down)**: -2.54 / -2.72 eV
**Orbital gap (spin up / spin down)**: 6.507 / 6.387 eV
**⟨S²⟩**: 6.0729
**Electronic energy**: -6204.6114 Ha
**Lowest unoccupied orbital energy (spin up / spin down)**: 4.0 / 3.7 eV

Atom charges from the Löwdin analysis, given in e for atoms 1 to 2: 1.169, 0.035